C53H86O31S9 | ωB97M-V/def2-TZVPD

Results
Max |F|: 14.58 eV/Å
Frontier orbital gap: 0.28151 Ha
E_HOMO: -7.757 eV

Each line ends with the Löwdin charge.
Atoms and positions in Å:
C: 4.882 -1.009 -3.987  -0.100
C: 3.634 -1.872 -4.284  -0.165
O: 3.440 -2.735 -3.250  -0.239
S: 4.006 -2.082 -1.826  0.967
O: 4.416 -3.076 -0.819  -0.192
O: 2.990 -1.061 -1.296  -0.355
O: 5.184 -1.320 -2.625  -0.233
H: 4.818 0.076 -4.064  0.075
H: 5.746 -1.221 -4.617  0.147
H: 3.602 -2.286 -5.292  0.126
H: 2.833 -1.135 -4.330  0.100
C: 0.388 5.108 2.652  -0.149
C: 1.599 4.680 3.405  -0.204
O: 1.140 4.177 4.649  -0.157
S: -0.279 3.314 4.421  0.925
O: -1.273 3.506 5.473  -0.239
O: 0.004 1.966 3.892  -0.244
O: -0.674 4.281 3.075  -0.244
H: 0.544 5.308 1.592  0.152
H: 0.147 6.061 3.122  0.134
H: 2.142 5.556 3.760  0.149
H: 2.303 4.053 2.858  0.055
C: 0.698 -2.649 -6.122  -0.100
C: 1.797 -3.703 -6.070  -0.173
O: 1.278 -4.574 -5.123  -0.169
S: 0.717 -3.765 -3.772  0.887
O: 1.875 -3.202 -3.003  -0.249
O: -0.378 -4.431 -3.114  -0.184
O: 0.058 -2.677 -4.787  -0.195
H: -0.091 -2.752 -6.867  0.143
H: 1.080 -1.637 -6.261  0.081
H: 2.708 -3.298 -5.629  0.076
H: 1.876 -4.180 -7.047  0.150
C: -2.527 -4.131 3.235  -0.089
C: -1.912 -3.947 1.824  -0.179
O: -2.875 -3.193 1.199  -0.335
S: -3.469 -1.967 2.249  0.939
O: -4.841 -1.478 1.971  -0.154
O: -2.363 -1.024 2.540  -0.408
O: -3.553 -3.137 3.392  -0.174
H: -2.012 -3.939 4.177  0.113
H: -3.047 -5.084 3.334  0.135
H: -1.682 -4.845 1.251  0.123
H: -0.976 -3.399 1.715  0.099
O: -2.316 -5.127 -0.383  -0.306
S: -3.158 -4.377 -1.323  0.760
O: -3.271 -4.650 -2.746  -0.280
O: -4.734 -4.383 -0.692  -0.230
C: -4.923 -4.604 0.736  -0.266
C: -6.040 -5.601 0.923  -0.061
C: -2.925 -2.595 -1.233  -0.130
H: -5.338 -3.730 1.238  0.102
H: -3.997 -4.833 1.264  0.089
H: -5.969 -6.600 0.493  0.080
H: -6.937 -5.175 0.474  0.081
H: -6.207 -5.770 1.987  0.081
H: -2.033 -2.240 -1.749  0.044
H: -2.842 -2.386 -0.166  0.013
H: -3.838 -2.227 -1.701  0.089
O: -1.610 -1.197 0.325  -0.326
S: -2.256 0.034 -0.085  0.842
O: -1.650 1.304 0.351  -0.474
O: -2.484 0.149 -1.685  -0.272
C: -2.804 1.439 -2.328  -0.193
C: -3.722 1.129 -3.511  -0.021
C: -3.932 -0.086 0.565  -0.127
H: -1.865 1.951 -2.541  0.065
H: -3.438 2.004 -1.646  0.133
H: -4.449 0.413 -3.130  0.087
H: -3.112 0.520 -4.178  0.026
H: -4.176 1.998 -3.988  0.095
H: -4.180 0.923 0.895  0.094
H: -3.936 -0.761 1.421  -0.123
H: -4.497 -0.505 -0.268  0.111
O: 3.150 0.769 -4.185  -0.339
S: 3.795 1.627 -3.208  0.777
O: 4.798 2.517 -3.709  -0.242
O: 2.708 2.542 -2.357  -0.212
C: 1.351 2.068 -2.302  -0.258
C: 0.435 2.701 -3.367  -0.037
C: 4.441 0.823 -1.692  -0.069
H: 0.909 2.432 -1.375  0.074
H: 1.203 0.991 -2.220  0.077
H: -0.423 2.042 -3.503  0.069
H: 0.890 2.797 -4.352  0.101
H: 0.010 3.628 -2.981  0.029
H: 4.902 1.638 -1.132  0.100
H: 5.160 0.081 -2.040  0.051
H: 3.631 0.493 -1.042  0.045
O: 2.023 -0.525 1.818  -0.264
S: 1.006 0.256 1.086  0.869
O: 1.436 1.401 0.236  -0.371
O: 0.158 -0.772 0.113  -0.314
C: 0.955 -1.750 -0.546  -0.177
C: 0.267 -2.261 -1.817  -0.103
C: -0.249 0.701 2.359  -0.111
H: 1.240 -2.554 0.132  0.137
H: 1.834 -1.265 -0.970  -0.053
H: -0.215 -1.448 -2.360  0.027
H: -0.512 -2.980 -1.561  0.066
H: 0.970 -2.678 -2.539  -0.158
H: -1.066 1.183 1.822  0.013
H: 0.264 1.444 2.969  -0.106
H: -0.755 -0.179 2.757  0.047
O: -5.678 3.587 4.562  -0.294
S: -4.638 2.544 4.600  0.715
O: -4.941 1.105 4.606  -0.294
O: -3.498 2.839 3.385  -0.245
C: -2.409 1.870 3.217  -0.176
C: -2.836 0.713 2.234  -0.249
C: -3.586 2.886 6.009  -0.134
H: -2.001 1.502 4.158  0.104
H: -1.601 2.462 2.787  0.058
H: -3.383 -0.136 2.645  0.044
H: -2.052 0.270 1.620  0.020
H: -3.476 1.293 1.570  0.064
H: -3.171 3.892 5.942  0.070
H: -2.893 2.048 6.077  0.067
H: -4.393 2.861 6.741  0.074
C: -0.713 -0.141 -6.161  -0.092
C: -1.389 -0.443 -4.996  -0.097
C: -0.747 -0.512 -3.793  -0.096
C: 0.635 -0.200 -3.755  -0.080
C: 1.315 0.179 -4.897  -0.121
C: 0.604 0.252 -6.092  -0.097
H: -1.164 -0.306 -7.128  0.113
H: -2.400 -0.806 -5.105  0.116
H: -1.266 -0.801 -2.891  0.080
H: 1.120 -0.091 -2.797  0.083
H: 2.352 0.473 -4.965  -0.053
H: 1.200 0.407 -6.980  0.116
C: 6.265 0.357 1.619  -0.062
C: 5.099 1.090 1.316  -0.067
C: 3.927 0.574 0.803  -0.180
C: 3.910 -0.801 0.595  -0.168
C: 4.987 -1.559 0.987  -0.066
C: 6.202 -0.985 1.436  -0.075
H: 7.176 0.822 1.965  0.100
H: 5.142 2.169 1.342  0.079
H: 3.096 1.214 0.545  0.035
H: 2.985 -1.252 0.269  0.068
H: 4.784 -2.617 0.902  0.091
H: 7.023 -1.671 1.588  0.098
C: -0.821 -1.712 4.553  -0.045
C: -0.183 -1.964 3.339  -0.131
C: 0.592 -3.136 3.175  -0.058
C: 0.917 -3.952 4.310  -0.062
C: 0.378 -3.650 5.548  -0.107
C: -0.321 -2.457 5.677  -0.067
H: -1.534 -0.900 4.555  0.112
H: -0.519 -1.434 2.460  0.054
H: 1.027 -3.441 2.235  0.102
H: 1.387 -4.897 4.080  0.100
H: 0.422 -4.283 6.422  0.102
H: -0.799 -2.145 6.593  0.096
C: 4.726 4.266 2.182  -0.085
C: 4.062 4.010 0.983  -0.072
C: 3.158 2.994 0.815  -0.082
C: 2.847 2.209 1.966  -0.171
C: 3.425 2.511 3.154  -0.105
C: 4.360 3.537 3.304  -0.087
H: 5.477 5.031 2.309  0.105
H: 4.180 4.715 0.174  0.115
H: 2.661 2.835 -0.130  0.103
H: 2.065 1.474 1.846  0.035
H: 3.122 1.904 3.994  0.136
H: 4.838 3.737 4.251  0.113
C: -1.398 4.253 -1.782  -0.081
C: -2.047 5.384 -1.203  -0.064
C: -2.372 5.400 0.160  -0.084
C: -2.084 4.319 0.951  -0.078
C: -1.409 3.216 0.438  -0.073
C: -1.116 3.144 -0.965  -0.093
H: -1.241 4.276 -2.850  0.089
H: -2.260 6.210 -1.865  0.092
H: -2.842 6.287 0.557  0.102
H: -2.212 4.481 2.012  0.092
H: -1.010 2.478 1.118  0.077
H: -0.697 2.198 -1.275  0.075

Forces on the atoms, in the same order (eV/Å):
C 1.4 -1.0 -0.6
C 0.4 3.7 -1.3
O 11.8 2.1 1.9
S -1.5 0.3 0.4
O -1.3 1.4 -4.9
O 7.3 -4.1 -9.2
O 1.3 -2.9 0.5
H 0.1 -1.3 -0.2
H 0.2 -0.8 0.3
H 1.1 -0.3 0.8
H -0.3 -0.7 0.3
C 0.1 2.2 1.5
C 1.4 1.2 -0.3
O -2.2 -2.4 1.0
S 1.3 3.7 -0.4
O 3.3 -0.1 -2.3
O 0.3 7.1 10.2
O 0.0 -2.7 2.1
H -0.5 -1.0 -0.1
H -0.3 0.5 -0.5
H 0.2 0.1 -0.5
H -1.1 0.2 0.5
C 0.2 0.9 0.6
C -1.1 1.0 0.1
O -0.2 -2.6 3.0
S -1.7 -1.6 -3.5
O -6.5 -9.5 -6.0
O 2.0 -0.4 -1.7
O 1.2 -0.9 0.3
H 0.0 -0.6 0.2
H 0.2 -0.8 0.1
H -0.4 -0.6 -1.2
H 0.4 -0.3 0.3
C 0.2 -0.2 1.0
C 1.9 0.2 1.8
O -2.4 3.0 0.7
S 3.3 -7.6 3.4
O -0.7 -5.7 4.8
O -0.8 -14.4 2.3
O -1.6 2.4 -0.8
H 1.2 -0.5 -0.6
H 0.0 0.0 -0.2
H -0.9 0.0 0.7
H -0.3 0.0 0.7
O -1.3 0.3 -2.8
S -1.1 1.1 -0.5
O -0.1 -0.7 2.0
O 1.8 -0.3 0.0
C -0.8 -0.9 0.0
C -0.5 -0.6 -0.1
C -0.8 -1.1 -0.7
H 0.3 0.5 -0.6
H -0.6 -0.7 -0.6
H 0.7 0.1 -0.2
H -0.2 0.0 0.2
H -0.1 0.3 0.1
H -0.6 -0.6 0.0
H -0.5 0.0 -2.2
H 0.1 0.0 -0.1
O -6.0 1.0 -1.2
S -1.8 0.2 -1.3
O -1.6 -5.6 -5.9
O 0.4 -0.4 1.0
C -1.4 0.0 0.2
C 1.2 -1.4 0.5
C 0.9 1.1 -6.7
H -0.9 -0.5 -0.3
H 0.6 0.3 0.4
H -0.5 0.3 0.0
H -0.5 0.7 -0.4
H 0.2 -0.1 0.2
H -2.4 -1.4 -2.3
H 0.2 5.0 -4.8
H -0.3 -0.3 0.1
O 6.1 4.1 5.5
S 0.7 2.7 4.1
O -0.3 0.1 -0.3
O 0.5 -1.0 -1.8
C -1.6 1.7 0.1
C 0.6 -0.5 -0.2
C 0.1 3.0 -1.3
H 1.2 0.2 -0.3
H 1.0 1.5 0.5
H 0.2 0.0 -0.2
H 0.1 0.1 0.1
H 1.6 -0.5 -0.8
H 0.2 0.3 -0.7
H -0.4 1.6 1.4
H 0.8 0.8 -1.6
O -3.2 1.2 -0.1
S -2.5 -3.2 -0.2
O -3.4 -3.2 0.1
O 7.2 3.1 1.3
C -1.5 -0.7 -1.5
C -4.3 2.3 4.2
C 1.3 -2.8 -6.3
H 0.0 -0.1 0.2
H -3.7 -0.9 1.7
H 0.7 -1.1 1.9
H 0.4 0.1 0.2
H -2.9 3.8 4.6
H 2.6 0.0 0.8
H 1.7 -2.9 -4.1
H 1.6 1.6 0.3
O 2.0 -2.2 -0.6
S 0.8 0.1 -0.6
O 0.1 2.3 -0.2
O -1.5 -0.7 1.1
C -1.2 -1.1 -0.4
C -3.2 8.6 2.9
C -2.1 -0.3 -0.3
H -0.9 0.0 0.2
H -1.4 -0.1 -0.2
H -2.1 6.6 1.3
H -1.8 1.6 2.5
H 2.3 1.9 2.7
H -0.3 -0.5 0.0
H -0.1 0.4 0.3
H 0.4 -0.2 0.7
C 0.0 0.7 -0.5
C -0.6 -0.7 -0.8
C 1.0 1.7 -0.6
C -1.1 0.1 -0.6
C -4.9 -0.9 -3.0
C -0.1 -0.2 0.2
H -0.4 0.3 -0.1
H -0.1 -0.1 0.1
H -0.4 0.5 -1.0
H 0.0 -1.9 -0.8
H -3.7 -1.3 -2.6
H -0.2 0.3 -0.4
C -0.7 0.6 -0.3
C 0.9 0.7 -0.6
C 3.0 -1.8 0.3
C 0.7 -0.2 3.2
C 0.3 0.2 0.6
C -0.9 -1.8 -0.4
H 0.0 0.3 0.0
H 0.5 -0.4 0.4
H 1.6 -1.9 -0.7
H 1.8 -0.2 2.5
H 1.0 0.2 0.9
H 0.3 0.2 0.3
C 3.1 -0.9 0.4
C 0.1 -2.6 -0.1
C 1.1 0.3 2.6
C -1.2 0.4 -2.1
C 0.0 1.0 0.2
C -2.7 1.0 -0.9
H 0.1 0.0 0.9
H 1.0 -1.5 0.2
H -0.1 0.3 -0.2
H 0.3 -0.1 0.3
H 0.5 -0.1 0.0
H 0.3 -0.4 0.5
C -0.4 -0.2 1.3
C -0.2 1.1 -0.7
C -0.5 1.7 1.9
C -0.4 2.8 0.2
C 0.4 -0.6 1.2
C 0.7 -0.3 -0.6
H 0.0 0.2 -0.4
H 0.4 -0.1 -0.3
H 0.4 0.4 0.2
H 2.0 1.9 2.1
H 0.1 0.0 0.3
H -0.1 -0.1 0.1
C -1.5 0.6 1.8
C 0.6 -1.0 0.1
C -0.3 0.7 -2.1
C 0.5 0.1 0.1
C 1.2 4.1 -0.6
C -0.2 2.1 1.5
H -0.6 0.2 0.3
H -0.1 0.2 0.1
H -0.1 0.0 0.2
H -0.6 -0.5 -0.5
H 0.7 2.6 -0.1
H -0.1 0.7 -0.1